{
  "formula": "C46H64N6O5ReS3",
  "method": "ωB97M-V/def2-TZVPD",
  "s2": 3.77,
  "total_energy_ev": -102559.15132,
  "homo_lumo_gap_ev": [7.77, 6.62],
  "max_force_ha_per_bohr": 0.0209,
  "multiplicity": 4,
  "relative_energy_kj_mol": 0.0,
  "homo_ev": [-8.02, -8.07],
  "symbols": ["Re", "C", "C", "C", "C", "C", "C", "C", "C", "C", "C", "C", "C", "N", "C", "O", "C", "C", "C", "C", "C", "N", "C", "O", "N", "C", "C", "C", "C", "C", "C", "C", "C", "C", "C", "C", "C", "H", "H", "H", "H", "H", "H", "H", "H", "H", "H", "H", "H", "H", "H", "H", "H", "H", "H", "H", "H", "H", "H", "H", "H", "H", "H", "H", "H", "H", "H", "H", "H", "H", "H", "H", "H", "H", "S", "C", "C", "C", "C", "C", "N", "H", "H", "H", "H", "C", "S", "O", "O", "O", "H", "H", "H", "C", "C", "C", "C", "N", "C", "S", "N", "C", "C", "C", "C", "H", "H", "H", "H", "H", "H", "H", "H", "H", "H", "H", "H", "H", "H", "H", "H", "H", "H", "H", "H"],
  "positions_angstrom": [[-0.1417, 0.5839, 0.5980], [-0.0568, 4.3931, -3.0194], [0.7531, 3.6034, -1.9798], [1.8084, 4.4941, -1.3203], [1.3324, 2.3777, -2.6456], [2.4353, 2.5561, -3.4699], [2.8692, 1.5425, -4.2974], [2.1326, 0.3770, -4.3451], [1.0333, 0.1344, -3.5187], [0.4090, -1.2424, -3.7437], [0.9981, -2.2561, -2.7593], [-1.1197, -1.3326, -3.7743], [0.6857, 1.1231, -2.5697], [-0.3392, 0.9006, -1.5557], [-1.6397, 0.9424, -1.9682], [-2.0688, 1.4160, -3.0036], [-2.5897, 0.3215, -0.9763], [-3.8547, -0.1235, -1.2695], [-4.5962, -0.7215, -0.2544], [-4.0814, -0.8176, 1.0322], [-2.8061, -0.3562, 1.2578], [-2.0927, 0.1708, 0.2564], [-2.0905, -0.4165, 2.5853], [-2.6723, -0.7877, 3.5824], [-0.8031, 0.0308, 2.4974], [-0.0256, 0.1529, 3.7134], [0.9835, -0.7796, 4.0210], [1.8302, -0.5261, 5.0946], [1.6791, 0.6001, 5.8799], [0.6173, 1.4536, 5.6389], [-0.2554, 1.2478, 4.5751], [-1.4759, 2.1483, 4.4641], [-1.1571, 3.6353, 4.6296], [-2.5147, 1.7301, 5.5165], [1.0859, -2.1197, 3.3243], [2.4403, -2.3808, 2.6465], [0.7652, -3.2354, 4.3280], [-0.5042, 5.2786, -2.5562], [-0.8548, 3.7708, -3.4287], [0.5848, 4.7209, -3.8424], [0.0611, 3.2805, -1.2224], [2.4024, 5.0276, -2.0657], [2.4873, 3.9038, -0.6987], [1.3196, 5.2439, -0.6911], [2.9357, 3.5175, -3.4909], [3.7405, 1.6718, -4.9291], [2.4189, -0.3899, -5.0570], [0.7471, -1.5329, -4.7388], [0.5406, -2.1195, -1.7915], [2.0729, -2.1145, -2.6488], [0.8082, -3.2782, -3.1036], [-1.5332, -1.4533, -2.7732], [-1.4047, -2.2163, -4.3512], [-1.5649, -0.4592, -4.2480], [-4.2266, -0.0163, -2.2787], [-5.5764, -1.1240, -0.4749], [-4.6246, -1.2608, 1.8546], [2.6097, -1.2426, 5.3313], [2.3558, 0.7856, 6.7056], [0.4507, 2.2888, 6.3090], [-1.9187, 2.0176, 3.4789], [-0.8100, 3.8642, 5.6388], [-2.0574, 4.2249, 4.4447], [-0.3963, 3.9567, 3.9196], [-2.1255, 1.8955, 6.5252], [-2.7691, 0.6789, 5.4062], [-3.4253, 2.3240, 5.4012], [0.3180, -2.1574, 2.5695], [3.2782, -2.0787, 3.2808], [2.5086, -1.8630, 1.6872], [2.5489, -3.4493, 2.4418], [1.5242, -3.3026, 5.1114], [0.7286, -4.1973, 3.8100], [-0.2071, -3.0640, 4.7926], [-0.4774, 2.9499, 1.2091], [1.1479, 2.7536, 1.7722], [1.8907, 3.6626, 2.5137], [3.0822, 3.2351, 3.0627], [3.5151, 1.9304, 2.8387], [2.7678, 1.1082, 2.0303], [1.6115, 1.5169, 1.4832], [1.5089, 4.6620, 2.6690], [3.6661, 3.9035, 3.6836], [4.4260, 1.5563, 3.2845], [3.0847, 0.1052, 1.7964], [0.4751, -4.0324, -0.1540], [-0.6660, -2.6868, 0.1378], [-1.3228, -2.9387, 1.3984], [-1.5470, -2.5759, -0.9990], [0.2913, -1.4967, 0.2146], [0.1566, -4.5444, -1.0587], [0.4189, -4.6943, 0.7071], [1.4763, -3.6224, -0.2761], [6.4801, -3.2382, -0.0534], [6.1054, -3.8278, -1.4150], [4.8323, -3.2067, -2.0100], [5.0807, -2.0011, -2.9131], [5.8405, -0.9189, -2.2982], [5.3370, -0.0423, -1.3973], [3.7106, 0.0069, -0.9909], [6.2715, 0.7962, -0.8800], [5.9575, 1.9178, -0.0096], [5.7666, 3.2471, -0.7507], [7.0382, 4.0874, -0.8531], [8.1902, 3.3736, -1.5612], [7.3890, -3.7005, 0.3384], [5.6773, -3.4132, 0.6666], [6.6448, -2.1603, -0.1056], [5.9482, -4.9010, -1.2913], [6.9386, -3.7080, -2.1172], [4.1617, -2.9117, -1.1997], [4.3033, -3.9442, -2.6197], [4.1307, -1.5830, -3.2395], [5.6411, -2.3125, -3.7967], [6.8435, -0.9946, -2.3517], [7.1563, 0.8371, -1.3607], [6.7529, 1.9997, 0.7374], [5.0389, 1.6528, 0.4984], [5.0014, 3.8298, -0.2297], [5.3758, 3.0275, -1.7487], [7.3585, 4.3741, 0.1533], [6.8030, 5.0125, -1.3848], [8.5712, 2.5459, -0.9549], [9.0205, 4.0594, -1.7341], [7.8731, 2.9802, -2.5312]],
  "atomic_forces_ev_per_a": [[0.6, 0.0, -0.2], [0.0, 0.0, 0.1], [0.2, 0.2, -0.2], [-0.1, -0.1, 0.1], [-0.2, -0.1, 0.1], [0.0, 0.0, 0.0], [0.0, 0.0, 0.0], [0.0, 0.0, -0.1], [0.1, -0.1, 0.1], [-0.1, 0.0, 0.3], [0.0, 0.0, -0.3], [0.0, 0.0, -0.1], [0.1, 0.2, -0.2], [0.0, -0.4, 0.4], [0.4, 0.4, -0.1], [-0.1, -0.1, 0.0], [0.2, 0.1, 0.1], [-0.2, 0.0, 0.0], [0.1, 0.0, -0.1], [-0.1, 0.0, 0.0], [0.2, 0.0, 0.0], [-0.6, -0.1, -0.1], [0.2, 0.1, 0.0], [-0.1, -0.1, 0.1], [0.1, -0.2, 0.0], [0.0, 0.2, 0.1], [-0.2, 0.1, -0.1], [0.1, 0.0, 0.0], [0.0, -0.1, 0.0], [0.0, 0.0, 0.0], [-0.1, 0.0, -0.2], [0.0, 0.0, 0.2], [0.0, -0.1, -0.1], [0.0, 0.0, -0.1], [0.2, -0.1, 0.1], [-0.2, 0.0, 0.0], [0.0, 0.0, -0.1], [0.0, 0.0, 0.0], [0.0, 0.0, 0.0], [0.0, 0.0, 0.0], [-0.2, -0.1, 0.3], [0.0, 0.0, 0.0], [0.0, 0.0, 0.0], [0.0, 0.0, 0.0], [0.0, 0.0, 0.0], [0.0, 0.0, 0.0], [0.0, 0.0, 0.0], [0.1, 0.1, -0.1], [0.3, 0.1, -0.3], [0.1, 0.0, 0.0], [-0.1, 0.1, 0.0], [0.0, 0.1, -0.2], [0.0, 0.0, 0.1], [0.0, -0.1, -0.1], [0.0, 0.0, 0.0], [0.0, 0.0, 0.0], [0.0, 0.0, 0.0], [0.0, 0.0, 0.0], [0.0, 0.0, 0.0], [0.0, 0.0, -0.1], [0.0, 0.0, -0.1], [0.0, 0.0, 0.0], [0.0, 0.0, 0.0], [0.0, 0.0, 0.0], [0.0, 0.0, 0.0], [0.0, 0.0, 0.0], [0.0, 0.0, 0.0], [-0.1, 0.0, -0.1], [0.0, 0.0, 0.0], [0.1, 0.0, 0.0], [0.0, 0.0, 0.0], [0.0, 0.0, 0.0], [0.0, 0.0, 0.0], [0.0, 0.0, 0.0], [-0.1, -0.4, -0.4], [-0.1, -0.2, -0.1], [0.1, 0.1, 0.0], [-0.1, 0.0, -0.1], [0.1, 0.0, 0.0], [0.0, -0.1, -0.1], [0.0, -0.1, 0.1], [0.0, 0.0, 0.0], [0.0, 0.0, 0.0], [0.0, 0.0, 0.0], [0.0, 0.0, 0.0], [0.0, 0.1, 0.1], [-0.2, -0.5, 0.2], [0.1, 0.2, 0.0], [-0.1, 0.1, 0.3], [-0.2, 1.0, 0.4], [0.0, 0.0, 0.0], [0.0, 0.0, 0.0], [-0.1, -0.1, 0.0], [0.1, -0.1, -0.1], [-0.1, 0.1, 0.1], [0.1, 0.0, 0.0], [-0.1, 0.1, 0.2], [0.0, -0.1, 0.0], [-0.1, 0.0, -0.1], [0.2, -0.1, 0.0], [0.0, 0.0, 0.1], [0.0, 0.0, -0.1], [0.1, 0.0, 0.1], [0.0, -0.1, -0.1], [-0.1, 0.1, 0.1], [0.0, 0.0, 0.0], [0.0, 0.0, 0.0], [0.0, 0.0, 0.0], [0.1, 0.0, 0.0], [0.0, -0.1, 0.0], [-0.1, 0.0, 0.0], [0.0, 0.0, 0.0], [0.0, 0.0, -0.1], [0.0, 0.0, 0.0], [0.0, 0.0, 0.0], [0.0, 0.0, 0.0], [0.0, 0.0, 0.0], [-0.1, -0.1, 0.1], [0.0, 0.0, 0.0], [-0.1, 0.0, 0.0], [0.0, 0.0, 0.0], [0.0, 0.0, 0.0], [0.0, 0.0, -0.1], [0.0, -0.1, 0.0], [0.0, 0.0, 0.0]]
}


{
  "formula": "C46H65N2O2PtSi",
  "method": "ωB97M-V/def2-TZVPD",
  "total_energy_ev": -66960.25204,
  "homo_lumo_gap_ev": 6.65,
  "max_force_ha_per_bohr": 0.0294,
  "multiplicity": 1,
  "charge": -1,
  "relative_energy_kj_mol": 0.0,
  "homo_ev": -4.32,
  "symbols": ["Pt", "C", "N", "C", "C", "C", "N", "C", "C", "C", "C", "C", "C", "C", "O", "C", "C", "C", "C", "C", "C", "C", "C", "C", "C", "C", "C", "C", "C", "C", "O", "C", "C", "C", "C", "C", "C", "C", "C", "H", "H", "H", "H", "H", "H", "H", "H", "H", "H", "H", "H", "H", "H", "H", "H", "H", "H", "H", "H", "H", "H", "H", "H", "H", "H", "H", "H", "H", "H", "H", "H", "H", "H", "H", "H", "H", "H", "H", "H", "H", "H", "H", "H", "H", "H", "H", "H", "H", "H", "H", "H", "H", "H", "C", "C", "C", "C", "C", "C", "Si", "C", "C", "C", "C", "C", "C", "H", "H", "H", "H", "H", "H", "H", "H", "H", "H", "H"],
  "positions_angstrom": [[-0.3220, -1.2372, -0.6756], [-3.5780, -3.0964, -0.3690], [-2.2132, -3.4857, -0.0908], [-1.8913, -4.7422, -0.7303], [-1.9205, -3.5206, 1.3266], [-1.6545, -2.1635, 1.9692], [-0.4207, -1.4527, 1.5346], [0.7449, -2.2925, 1.8997], [2.0743, -1.6207, 1.7008], [2.9675, -1.6034, 2.7644], [4.2272, -1.0335, 2.6467], [4.4896, -0.3745, 1.4469], [3.5998, -0.2908, 0.3839], [2.4222, -1.0827, 0.4437], [1.7381, -1.3456, -0.6528], [3.9408, 0.6487, -0.7842], [4.6957, 1.8919, -0.2826], [4.8207, -0.0870, -1.8004], [2.6804, 1.1863, -1.4734], [5.2767, -1.0564, 3.7539], [5.5887, 0.3786, 4.2023], [4.8036, -1.8442, 4.9749], [6.5633, -1.7096, 3.2299], [-0.4084, -0.1417, 2.1666], [-1.5102, 0.7919, 1.7188], [-1.7160, 1.8623, 2.5805], [-2.5813, 2.9085, 2.3009], [-3.2132, 2.8671, 1.0661], [-3.0512, 1.8304, 0.1601], [-2.2411, 0.7032, 0.4964], [-2.2569, -0.3607, -0.2846], [-3.6674, 1.9254, -1.2375], [-4.6011, 0.7416, -1.5349], [-4.4865, 3.2024, -1.4475], [-2.4945, 1.9633, -2.2302], [-2.7772, 4.0360, 3.3127], [-3.7611, 5.0951, 2.8126], [-3.3223, 3.4612, 4.6263], [-1.4356, 4.7275, 3.5891], [-4.2983, -3.8488, 0.0069], [-3.7108, -2.9905, -1.4472], [-3.7865, -2.1283, 0.0798], [-2.4647, -5.5914, -0.3102], [-0.8247, -4.9494, -0.6231], [-2.1169, -4.6737, -1.7948], [-1.0701, -4.1864, 1.4777], [-2.7610, -3.9752, 1.8893], [-1.5700, -2.3306, 3.0558], [-2.4935, -1.4935, 1.8007], [0.6819, -3.1935, 1.2881], [0.6495, -2.5936, 2.9551], [2.6461, -2.0636, 3.6914], [5.4295, 0.1535, 1.3555], [5.6734, 1.6716, 0.1451], [4.1076, 2.4208, 0.4692], [4.8575, 2.5660, -1.1256], [5.7465, -0.4328, -1.3358], [5.0733, 0.5712, -2.6356], [4.2925, -0.9532, -2.2013], [1.9852, 1.6092, -0.7445], [2.1516, 0.4114, -2.0079], [2.9569, 1.9742, -2.1792], [4.6873, 0.8699, 4.5712], [5.9755, 0.9762, 3.3766], [6.3361, 0.3803, 5.0003], [3.9271, -1.3852, 5.4346], [5.5975, -1.8722, 5.7246], [4.5495, -2.8729, 4.7140], [6.9653, -1.1626, 2.3775], [6.3702, -2.7334, 2.9065], [7.3270, -1.7310, 4.0116], [0.5636, 0.3198, 1.9659], [-0.4686, -0.2735, 3.2613], [-1.1578, 1.8622, 3.5130], [-3.8548, 3.6879, 0.7873], [-5.3962, 0.6917, -0.7864], [-4.0590, -0.1972, -1.5218], [-5.0706, 0.8765, -2.5144], [-5.3423, 3.2569, -0.7710], [-4.8694, 3.2099, -2.4701], [-3.8840, 4.1021, -1.3125], [-1.8514, 1.0950, -2.0939], [-1.8900, 2.8572, -2.0599], [-2.8605, 1.9945, -3.2611], [-4.7427, 4.6653, 2.6065], [-3.4037, 5.5746, 1.9001], [-3.8861, 5.8706, 3.5718], [-4.2794, 2.9639, 4.4610], [-3.4670, 4.2557, 5.3634], [-2.6365, 2.7278, 5.0505], [-1.0212, 5.1436, 2.6696], [-0.7042, 4.0285, 3.9947], [-1.5622, 5.5391, 4.3107], [2.4096, 1.3665, -5.6142], [1.1286, 1.6868, -5.1826], [0.4197, 0.7955, -4.3910], [0.9642, -0.4327, -4.0088], [2.2444, -0.7382, -4.4688], [2.9654, 0.1496, -5.2567], [0.0176, -1.6301, -2.8735], [-1.5867, -2.1112, -3.8061], [-1.7082, -3.3760, -4.3865], [-2.8805, -3.7970, -4.9996], [-3.9773, -2.9512, -5.0514], [-3.8852, -1.6880, -4.4838], [-2.7085, -1.2837, -3.8699], [2.9700, 2.0652, -6.2243], [0.6849, 2.6373, -5.4552], [-0.5681, 1.0744, -4.0463], [2.6949, -1.6833, -4.1869], [3.9666, -0.1076, -5.5835], [0.8068, -2.9072, -2.9978], [-0.8601, -4.0518, -4.3549], [-2.9384, -4.7885, -5.4348], [-4.8980, -3.2744, -5.5226], [-4.7377, -1.0187, -4.5023], [-2.6797, -0.3099, -3.4032]],
  "atomic_forces_ev_per_a": [[0.5, 1.1, 0.9], [0.0, 0.0, 0.0], [0.0, -0.1, 0.0], [0.0, 0.0, 0.0], [-0.1, 0.0, 0.0], [0.1, 0.0, 0.0], [-0.5, -0.8, 0.1], [0.1, 0.2, 0.0], [-0.1, -0.1, 0.0], [0.0, 0.1, 0.0], [-0.1, -0.1, 0.0], [-0.1, 0.2, 0.1], [0.2, 0.1, 0.1], [0.0, -0.2, -0.1], [-0.3, -0.3, -0.1], [-0.1, -0.1, 0.0], [0.0, -0.1, 0.0], [-0.1, 0.0, -0.1], [0.0, 0.0, 0.0], [0.0, 0.0, 0.0], [0.0, 0.0, 0.0], [0.0, 0.0, 0.0], [0.0, 0.0, 0.0], [0.1, 0.0, 0.1], [-0.1, 0.1, -0.1], [-0.1, 0.1, -0.1], [0.1, 0.0, 0.2], [-0.1, 0.0, -0.1], [-0.1, -0.2, 0.0], [0.1, 0.2, 0.3], [0.6, -0.3, -0.5], [0.0, 0.0, 0.0], [0.0, 0.0, 0.0], [0.0, 0.0, 0.1], [-0.1, 0.0, 0.0], [0.0, 0.0, 0.0], [0.0, 0.0, 0.0], [0.0, 0.0, 0.0], [0.0, 0.0, 0.0], [0.0, 0.0, 0.0], [0.0, 0.0, 0.0], [0.0, 0.0, 0.0], [0.0, 0.0, 0.0], [0.0, 0.0, 0.0], [0.0, 0.0, 0.0], [0.0, 0.0, 0.0], [0.0, 0.0, 0.0], [0.0, 0.1, 0.0], [0.0, 0.0, -0.1], [0.0, 0.0, 0.0], [0.0, 0.0, 0.0], [0.0, 0.0, 0.0], [0.0, 0.0, 0.0], [0.0, 0.0, 0.0], [0.0, 0.0, 0.0], [0.0, 0.0, 0.0], [0.0, 0.0, 0.0], [0.0, 0.0, 0.0], [0.0, 0.0, 0.0], [0.0, 0.0, 0.1], [0.0, 0.0, 0.0], [0.0, 0.0, 0.0], [0.0, 0.0, 0.0], [0.0, 0.0, 0.0], [0.0, 0.0, 0.0], [0.0, 0.0, 0.0], [0.0, 0.0, 0.0], [0.0, 0.0, 0.0], [0.0, 0.0, 0.0], [0.0, 0.0, 0.0], [0.0, 0.0, 0.0], [-0.1, -0.1, -0.1], [0.0, 0.1, 0.0], [0.0, 0.0, 0.0], [0.0, 0.0, 0.0], [0.0, 0.0, 0.0], [0.0, 0.0, 0.0], [0.0, 0.0, 0.0], [0.0, 0.0, 0.0], [0.0, 0.0, 0.0], [0.0, 0.0, 0.0], [0.0, 0.0, 0.0], [0.0, 0.0, 0.0], [0.0, 0.0, 0.0], [0.0, 0.0, 0.0], [0.0, 0.0, 0.0], [0.0, 0.0, 0.0], [0.0, 0.0, 0.0], [0.0, 0.0, 0.0], [0.0, 0.0, 0.0], [0.0, 0.0, 0.0], [0.0, 0.0, 0.0], [0.0, 0.0, 0.0], [0.0, 0.1, 0.0], [0.0, 0.0, 0.0], [0.1, 0.0, 0.0], [-0.1, -0.1, 0.0], [0.0, -0.1, 0.0], [0.1, -0.1, 0.0], [-0.5, -0.2, -0.5], [0.1, -0.1, 0.0], [0.1, 0.0, 0.0], [0.0, -0.1, 0.0], [-0.1, 0.0, 0.0], [0.0, 0.0, 0.0], [0.0, 0.0, 0.1], [0.0, 0.0, 0.0], [0.0, 0.0, 0.0], [-0.1, 0.0, 0.0], [0.0, 0.0, 0.0], [0.0, 0.0, 0.0], [0.0, 0.1, 0.0], [0.0, 0.0, 0.0], [0.0, 0.0, 0.0], [0.0, 0.0, 0.0], [0.0, 0.0, 0.0], [0.0, 0.0, 0.0]]
}